16
Properties=species:S:1:pos:R:3:forces:R:3 method="wB97M-V/def2-TZVPD" lumo_energy_ev=-3.73 e_tot_ev=-20120.050 total_charge=+1 de_lowest_kj_mol=209.3
C 1.537 0.930 0.225 -3.8 3.2 -1.2
C 0.261 0.380 -0.549 6.1 -4.7 0.5
N 0.860 -0.321 -1.626 -1.4 0.4 -0.5
N -0.725 -0.766 0.198 -2.5 1.7 0.2
S -2.254 -0.382 0.657 2.0 -2.3 2.0
O -2.609 0.729 -0.058 -1.6 3.6 -2.1
O -3.285 -1.558 0.541 1.3 0.5 0.9
H 1.256 1.279 1.220 0.0 0.9 -0.2
H 2.189 0.190 0.470 2.3 -2.2 -0.2
H 1.890 1.775 -0.566 -0.4 -2.0 2.5
H -0.388 1.079 -0.778 -3.2 3.3 -1.4
H 1.797 -0.682 -1.597 0.1 0.3 0.6
H 0.608 -0.076 -2.567 -0.4 -0.1 -0.1
H -0.320 -1.343 0.869 1.3 -1.6 1.2
H -2.483 -0.202 2.035 0.5 -0.4 -1.1
H -3.270 -1.926 -0.343 -0.2 -0.6 -1.0